Entry 1:
A single CH4F2NP molecule at a distorted geometry. Source: OMol25; level of theory: ωB97M-V/def2-TZVPD.

Output
- M: 99.020 g mol⁻¹
- SMILES: CNP(F)F
- Highest occupied orbital energy: -9.60 eV
- Energy above the lowest of the compared OMol25 structures with the same formula, charge and spin: 8.5 kcal per mole
- HOMO-LUMO gap: 10.4970 eV

```
9
Properties=species:S:1:pos:R:3:mulliken_charge:R:1
C 1.068 -0.434 -0.084 -0.734
N 0.052 0.387 0.436 -0.329
F -1.853 -1.007 0.088 -0.239
F -2.241 1.248 0.704 -0.244
P -1.442 0.435 -0.458 0.417
H 0.846 -0.367 -1.144 0.320
H 2.194 -0.151 0.036 0.261
H 0.956 -1.474 0.177 0.241
H 0.421 1.364 0.247 0.306
```

Entry 2:
A 8-piece molecular cluster, C35H55NO18 overall at a distorted geometry. Source: OMol25; level of theory: ωB97M-V/def2-TZVPD.

Output
- M: 777.814 g mol⁻¹
- SMILES: CCCCO[C@H]1OC(=O)O[C@H]1N.O=C1CCCO1.O=C1CCCO1.O=C1CCCO1.O=C1CCCO1.O=C1CCCO1.O=C1CCCO1.O=C1CCCO1
- Highest occupied orbital energy: -9.46 eV
- HOMO-LUMO gap: 9.3981 eV

```
109
Properties=species:S:1:pos:R:3:mulliken_charge:R:1
C -3.836 0.425 -4.990 -0.658
C -2.250 0.787 -4.633 -0.412
C -1.345 -0.523 -4.243 -0.520
C -1.572 -1.049 -2.675 0.018
O -2.671 -0.278 -2.071 -0.083
C -2.762 -0.475 -0.616 0.194
O -3.049 -1.879 -0.228 -0.192
C -1.956 -2.192 0.746 0.476
O -2.082 -3.131 1.694 -0.568
O -0.820 -1.259 0.463 -0.328
C -1.530 0.041 0.343 -0.432
N -0.779 1.249 -0.173 -0.406
H -4.447 0.774 -4.026 0.069
H -4.205 1.049 -5.911 0.320
H -4.009 -0.745 -5.130 0.151
H -1.821 1.275 -5.632 0.340
H -2.143 1.607 -3.803 0.176
H -1.452 -1.398 -5.033 0.240
H -0.206 -0.168 -4.289 0.206
H -0.544 -0.967 -2.118 0.160
H -1.834 -2.210 -2.741 0.111
H -3.630 0.288 -0.319 0.204
H -1.987 0.272 1.419 0.347
H -0.584 1.097 -1.190 0.328
H -1.467 2.057 -0.112 0.323
O 0.063 3.295 2.118 -0.640
C 0.836 2.686 2.839 0.429
O 2.052 3.161 3.239 -0.355
C 2.730 2.147 3.979 0.599
C 1.647 1.224 4.474 -0.718
C 0.618 1.303 3.374 -0.117
H 3.436 1.640 3.313 -0.356
H 3.286 2.602 4.804 0.200
H 2.002 0.209 4.668 0.380
H 1.221 1.617 5.405 0.245
H 0.814 0.578 2.580 0.074
H -0.396 1.187 3.765 0.350
O -6.467 -0.937 -4.350 -0.561
C -6.836 -1.465 -3.315 0.273
O -8.036 -2.098 -3.159 -0.399
C -8.180 -2.499 -1.797 -0.316
C -6.778 -2.561 -1.250 -0.365
C -6.073 -1.477 -2.025 0.443
H -8.796 -1.757 -1.278 0.198
H -8.680 -3.471 -1.750 0.328
H -6.733 -2.425 -0.166 0.106
H -6.330 -3.534 -1.487 0.288
H -6.172 -0.501 -1.542 0.192
H -5.021 -1.723 -2.191 -0.273
O 1.205 3.661 8.063 -0.612
C 2.073 4.436 7.695 0.492
O 3.213 4.061 7.045 -0.329
C 4.047 5.205 6.866 -0.355
C 3.121 6.390 6.955 -0.559
C 2.071 5.917 7.927 -0.335
H 4.806 5.211 7.656 0.278
H 4.547 5.149 5.895 0.308
H 3.626 7.308 7.268 0.324
H 2.660 6.574 5.977 0.276
H 2.356 6.117 8.963 0.257
H 1.093 6.349 7.703 0.270
O 4.428 0.155 3.085 -0.668
C 5.163 0.393 2.140 0.528
O 5.608 1.640 1.807 -0.347
C 6.352 1.563 0.592 -0.392
C 6.797 0.127 0.489 0.042
C 5.668 -0.617 1.156 -0.583
H 5.699 1.856 -0.236 0.224
H 7.201 2.251 0.635 0.291
H 6.985 -0.192 -0.539 0.026
H 7.721 -0.017 1.063 0.236
H 4.868 -0.860 0.450 0.256
H 6.024 -1.517 1.662 0.323
O 0.957 -1.688 -5.341 -0.583
C 1.341 -2.588 -4.613 0.417
O 0.613 -3.105 -3.579 -0.201
C 1.408 -4.061 -2.879 -0.458
C 2.462 -4.498 -3.863 -0.525
C 2.681 -3.255 -4.687 -0.339
H 1.839 -3.578 -1.996 0.265
H 0.781 -4.896 -2.556 0.316
H 3.371 -4.870 -3.383 0.315
H 2.065 -5.297 -4.501 0.266
H 3.432 -2.597 -4.240 0.190
H 2.944 -3.498 -5.719 0.310
O 8.745 1.368 -1.259 -0.566
C 8.651 0.931 -2.394 0.526
O 7.696 0.045 -2.802 -0.310
C 7.952 -0.332 -4.154 -0.459
C 8.794 0.780 -4.724 -0.509
C 9.584 1.243 -3.525 -0.473
H 8.477 -1.293 -4.155 0.272
H 7.006 -0.443 -4.692 0.309
H 9.419 0.460 -5.562 0.326
H 8.148 1.593 -5.074 0.276
H 10.505 0.668 -3.398 0.269
H 9.798 2.313 -3.576 0.300
O -11.232 -0.710 0.686 -0.599
C -10.459 -1.319 1.407 0.532
O -9.243 -0.844 1.807 -0.351
C -8.565 -1.858 2.548 -0.126
C -9.648 -2.781 3.042 -0.560
C -10.677 -2.702 1.943 -0.333
H -7.859 -2.365 1.881 0.022
H -8.009 -1.403 3.372 0.344
H -9.293 -3.796 3.236 0.336
H -10.074 -2.388 3.973 0.262
H -10.481 -3.428 1.149 0.227
H -11.691 -2.818 2.333 0.292
```

Entry 3:
C14H19N2O4PPtS4 as an isolated structure at a distorted geometry. Source: OMol25; level of theory: ωB97M-V/def2-TZVPD.

Output
- M: 633.636 g mol⁻¹
- ⟨S²⟩: 0.761
- Spin multiplicity: 2
- Highest occupied orbital energy (alpha / beta): -11.26 / -11.15 eV
- HOMO-LUMO gap (alpha / beta): 7.5029 / 5.3259 eV
- Charge: +1

```
45
Properties=species:S:1:pos:R:3:mulliken_charge:R:1
Pt -0.497 -0.399 -0.181 0.661
O 3.372 -0.824 3.897 -0.625
C 4.053 -0.748 2.750 0.540
C 5.446 -0.741 2.856 -0.708
C 6.231 -0.658 1.730 -0.290
C 5.658 -0.574 0.454 -0.758
C 4.296 -0.576 0.332 -0.703
C 3.460 -0.666 1.464 0.293
C 2.032 -0.665 1.243 0.936
O 1.556 -0.551 0.084 -0.665
N 1.204 -0.795 2.334 -0.157
N -0.056 -0.920 2.015 -0.576
C -0.889 -1.041 3.046 0.451
S -2.575 -1.054 2.735 -0.064
C -3.011 -1.621 4.408 -0.594
C -2.018 -1.007 5.373 -0.556
S -0.352 -1.209 4.673 -0.020
H 2.417 -0.805 3.707 0.602
H 5.878 -0.803 3.845 0.438
H 7.308 -0.656 1.836 0.389
H 6.288 -0.507 -0.421 0.429
H 3.826 -0.511 -0.639 0.459
H -2.965 -2.709 4.418 0.334
H -4.029 -1.300 4.618 0.399
H -2.033 -1.508 6.340 0.391
H -2.198 0.058 5.514 0.330
C -4.595 1.462 -4.027 -0.949
C -4.317 2.160 -2.717 -0.312
O -2.887 2.321 -2.460 -0.358
P -1.926 1.128 -2.132 0.941
S -2.680 -0.241 -0.822 -0.405
S -0.300 1.684 -1.129 -0.432
O -1.582 0.404 -3.489 -0.241
C -0.856 1.126 -4.533 -0.245
C 0.361 0.323 -4.910 -1.120
H -5.674 1.422 -4.176 0.390
H -4.215 0.441 -4.034 0.288
H -4.159 2.012 -4.861 0.256
H -4.747 1.629 -1.867 0.328
H -4.693 3.179 -2.716 0.291
H -0.582 2.119 -4.170 0.431
H -1.554 1.241 -5.361 0.279
H 1.031 0.223 -4.056 0.216
H 0.898 0.828 -5.715 0.395
H 0.075 -0.670 -5.254 0.312
```

Entry 4:
A 2-piece molecular cluster, C4H9NO overall at a distorted geometry. Source: OMol25; level of theory: ωB97M-V/def2-TZVPD.

Output
- M: 87.122 g mol⁻¹
- Highest occupied orbital energy (alpha / beta): -8.50 / -8.62 eV
- Energy above the lowest of the compared OMol25 structures with the same formula, charge and spin: 130.2 kcal per mole
- HOMO-LUMO gap (alpha / beta): 8.6281 / 7.6977 eV

```
15
Properties=species:S:1:pos:R:3:mulliken_charge:R:1
C 0.476 0.839 1.121 -0.882
N -0.035 -0.273 0.368 0.033
C -0.052 -1.473 1.164 -0.944
C 0.149 0.049 -2.051 -0.425
C -0.834 0.917 -1.596 -0.011
O -1.708 0.513 -0.780 -0.447
H 1.531 0.676 1.390 0.326
H -0.078 0.977 2.063 0.313
H 0.411 1.753 0.520 0.250
H -0.669 -1.335 2.065 0.297
H -0.456 -2.304 0.578 0.297
H 0.961 -1.735 1.512 0.302
H 0.002 -1.020 -1.976 0.238
H 1.010 0.418 -2.600 0.291
H -0.708 1.999 -1.776 0.361
```

Entry 5:
A single C10H11NO2 molecule at a distorted geometry. Source: OMol25; level of theory: ωB97M-V/def2-TZVPD.

Output
- M: 177.203 g mol⁻¹
- SMILES: C/N=C1\C=CC(OC)=C[C@H]1C=C=O
- Highest occupied orbital energy: -8.12 eV
- Energy above the lowest of the compared OMol25 structures with the same formula, charge and spin: 133.4 kcal per mole
- HOMO-LUMO gap: 7.8362 eV

```
24
Properties=species:S:1:pos:R:3:mulliken_charge:R:1
C -1.054 1.905 -0.016 -0.943
C -2.301 1.717 -0.269 0.619
C -0.324 -1.436 -0.472 -0.461
C -0.330 0.685 0.604 1.077
C 1.030 -1.388 -0.652 -0.693
C 1.185 0.759 0.487 -0.958
C -1.093 -0.486 0.199 0.414
C 1.776 -0.252 -0.252 0.822
C -3.162 -1.598 -0.037 -1.177
C 3.872 0.865 0.007 -0.808
N -2.352 -0.550 0.520 -0.686
O -3.383 1.299 -0.401 -0.406
O 3.172 -0.318 -0.481 -0.463
H -0.557 2.924 -0.109 0.260
H -0.830 -2.390 -0.516 0.288
H -0.530 0.818 1.686 0.218
H 1.616 -2.171 -1.077 0.447
H 1.612 1.714 0.748 0.381
H -4.120 -1.288 0.441 0.371
H -3.145 -1.507 -1.179 0.304
H -2.863 -2.516 0.501 0.445
H 4.786 0.506 -0.204 0.342
H 3.586 1.003 1.054 0.301
H 3.409 1.706 -0.582 0.308
```

Entry 6:
A single C2H2F2O3S molecule at a distorted geometry. Source: OMol25; level of theory: ωB97M-V/def2-TZVPD.

Output
- M: 144.098 g mol⁻¹
- Highest occupied orbital energy: -8.72 eV
- Energy above the lowest of the compared OMol25 structures with the same formula, charge and spin: 29.1 kcal per mole
- HOMO-LUMO gap: 8.7006 eV

```
10
Properties=species:S:1:pos:R:3:mulliken_charge:R:1
C 0.839 0.589 -0.182 0.019
C 2.154 0.293 -0.394 0.324
O -2.765 -0.029 -0.744 -0.377
O -2.137 -1.232 1.341 -0.363
O -0.354 -0.061 0.044 -0.491
F 2.890 -0.785 -0.278 -0.225
F 2.855 1.399 -0.760 -0.222
S -2.167 0.114 0.511 0.749
H 0.654 1.656 -0.326 0.246
H -1.970 -1.945 0.788 0.340
```

Entry 7:
A 2-piece molecular cluster, C4H5F3O overall at a distorted geometry. Source: OMol25; level of theory: ωB97M-V/def2-TZVPD.

Output
- M: 126.077 g mol⁻¹
- SMILES: FC=C(F)F.C=CO
- Highest occupied orbital energy: -9.03 eV
- Energy above the lowest of the compared OMol25 structures with the same formula, charge and spin: 46.7 kcal per mole
- HOMO-LUMO gap: 9.9166 eV

```
13
Properties=species:S:1:pos:R:3:mulliken_charge:R:1
C 1.814 0.148 -1.224 -0.893
C 1.262 0.405 -0.006 0.125
C -1.463 -0.564 0.555 -0.078
C -2.277 0.521 0.443 0.437
O 1.434 -0.540 0.977 -0.448
F -0.921 -1.231 -0.521 -0.229
F -2.711 1.180 1.481 -0.211
F -2.421 1.115 -0.711 -0.194
H 1.566 0.863 -1.953 0.281
H 2.200 -0.822 -1.347 0.276
H 0.797 1.374 0.281 0.382
H -1.202 -1.219 1.458 0.293
H 1.921 -1.230 0.566 0.258
```

Entry 8:
C30H42N9O3PSSbW as an isolated structure at a distorted geometry. Source: OMol25; level of theory: ωB97M-V/def2-TZVPD.

Output
- M: 945.367 g mol⁻¹
- ⟨S²⟩: 2.020
- Spin multiplicity: 3
- Highest occupied orbital energy (alpha / beta): -15.56 / -15.39 eV
- HOMO-LUMO gap (alpha / beta): 6.8608 / 6.0720 eV
- Charge: +3

```
88
Properties=species:S:1:pos:R:3:mulliken_charge:R:1
W 0.031 -0.241 -0.024 -0.488
C 2.860 0.958 -4.533 -0.806
N 2.618 0.410 -3.201 0.146
C 3.501 -0.341 -2.485 -0.765
C 2.879 -0.694 -1.324 -0.307
N 1.626 -0.137 -1.321 0.581
C 1.481 0.525 -2.482 0.317
P 0.088 1.649 -2.894 -0.294
C -1.361 0.615 -2.398 0.101
N -1.629 0.144 -1.161 0.422
C -2.958 -0.191 -1.126 -0.395
C -3.504 0.100 -2.341 -0.829
N -2.503 0.588 -3.125 0.241
C -2.635 0.975 -4.528 -0.841
C 0.144 2.533 -1.301 0.091
N 0.162 1.929 -0.109 0.279
C 0.157 2.923 0.830 -0.480
C 0.138 4.133 0.195 -0.731
N 0.128 3.878 -1.141 0.122
C 0.105 4.874 -2.208 -0.791
H 3.778 0.536 -4.929 0.345
H 2.967 2.041 -4.495 0.332
H 2.043 0.703 -5.204 0.353
H 4.485 -0.586 -2.849 0.510
H 3.248 -1.301 -0.515 0.430
H -3.430 -0.602 -0.250 0.503
H -4.514 -0.024 -2.696 0.523
H -3.475 0.447 -4.970 0.352
H -1.733 0.713 -5.074 0.383
H -2.810 2.047 -4.620 0.345
H 0.175 2.717 1.887 0.537
H 0.133 5.132 0.597 0.490
H 0.102 5.867 -1.769 0.346
H -0.792 4.763 -2.816 0.336
H 0.982 4.777 -2.844 0.331
C 2.238 -4.515 -0.257 -1.183
C 0.906 -4.611 0.475 0.304
C 0.217 -5.951 0.256 -1.384
Sb -0.404 -2.928 -0.069 -0.569
C -1.206 -3.278 -2.086 0.774
C -1.640 -4.710 -2.371 -1.549
C -0.167 -2.801 -3.101 -1.487
C -2.073 -3.102 1.359 1.029
C -1.488 -3.412 2.735 -1.610
C -3.159 -4.093 0.961 -1.479
H 2.882 -5.334 0.068 0.443
H 2.760 -3.578 -0.049 0.192
H 2.111 -4.615 -1.337 0.265
H 1.060 -4.448 1.544 0.532
H 0.171 -6.209 -0.801 0.278
H -0.792 -5.976 0.665 0.257
H 0.793 -6.732 0.757 0.496
H -2.081 -2.623 -2.120 0.177
H -0.780 -5.365 -2.507 0.365
H -2.215 -4.733 -3.299 0.475
H -2.267 -5.120 -1.580 0.358
H 0.746 -3.398 -3.044 0.281
H 0.101 -1.753 -2.952 0.339
H -0.560 -2.911 -4.116 0.430
H -2.494 -2.089 1.362 -0.104
H -1.170 -4.454 2.789 0.342
H -2.246 -3.262 3.508 0.481
H -0.628 -2.783 2.981 0.331
H -2.790 -5.117 0.999 0.273
H -3.552 -3.899 -0.038 0.386
H -3.991 -4.026 1.666 0.465
O -1.501 0.882 8.714 -0.357
S -1.872 2.240 9.804 0.912
O -2.055 3.350 8.921 -0.372
O -2.913 1.732 10.631 -0.339
C -0.467 0.339 8.139 0.414
N 0.486 -0.233 8.888 -0.439
C 1.439 -0.904 8.286 -0.356
C 1.521 -1.000 6.895 -0.686
C 0.538 -0.314 6.194 0.178
N -0.434 0.347 6.808 -0.446
C 0.468 -0.285 4.721 1.434
C 1.564 -0.562 3.893 -0.781
C 1.403 -0.526 2.531 -0.632
N 0.218 -0.232 1.953 1.315
C -0.842 0.055 2.743 -0.411
C -0.750 0.042 4.110 -0.882
H 2.168 -1.383 8.929 0.444
H 2.293 -1.583 6.414 0.408
H 2.541 -0.777 4.302 0.471
H 2.225 -0.743 1.855 0.347
H -1.771 0.295 2.234 0.577
H -1.600 0.290 4.731 0.605
```

Repeat the sixth record exactly.
A single C2H2F2O3S molecule at a distorted geometry. Source: OMol25; level of theory: ωB97M-V/def2-TZVPD.

Output
- M: 144.098 g mol⁻¹
- Highest occupied orbital energy: -8.72 eV
- Energy above the lowest of the compared OMol25 structures with the same formula, charge and spin: 29.1 kcal per mole
- HOMO-LUMO gap: 8.7006 eV

```
10
Properties=species:S:1:pos:R:3:mulliken_charge:R:1
C 0.839 0.589 -0.182 0.019
C 2.154 0.293 -0.394 0.324
O -2.765 -0.029 -0.744 -0.377
O -2.137 -1.232 1.341 -0.363
O -0.354 -0.061 0.044 -0.491
F 2.890 -0.785 -0.278 -0.225
F 2.855 1.399 -0.760 -0.222
S -2.167 0.114 0.511 0.749
H 0.654 1.656 -0.326 0.246
H -1.970 -1.945 0.788 0.340
```

> Look up the M of the seventh one.

126.077 g mol⁻¹

Copy entry 7 word for word.
A 2-piece molecular cluster, C4H5F3O overall at a distorted geometry. Source: OMol25; level of theory: ωB97M-V/def2-TZVPD.

Output
- M: 126.077 g mol⁻¹
- SMILES: FC=C(F)F.C=CO
- Highest occupied orbital energy: -9.03 eV
- Energy above the lowest of the compared OMol25 structures with the same formula, charge and spin: 46.7 kcal per mole
- HOMO-LUMO gap: 9.9166 eV

```
13
Properties=species:S:1:pos:R:3:mulliken_charge:R:1
C 1.814 0.148 -1.224 -0.893
C 1.262 0.405 -0.006 0.125
C -1.463 -0.564 0.555 -0.078
C -2.277 0.521 0.443 0.437
O 1.434 -0.540 0.977 -0.448
F -0.921 -1.231 -0.521 -0.229
F -2.711 1.180 1.481 -0.211
F -2.421 1.115 -0.711 -0.194
H 1.566 0.863 -1.953 0.281
H 2.200 -0.822 -1.347 0.276
H 0.797 1.374 0.281 0.382
H -1.202 -1.219 1.458 0.293
H 1.921 -1.230 0.566 0.258
```